Formula: C27H27BBrN11OTa
Source: the Open Molecules 2025 dataset
Level of theory: ωB97M-V with the def2-TZVPD basis set

CARTESIAN COORDINATES (ANGSTROEM)
1 Ta 0.037 0.365 0.465
2 C -0.249 -0.241 4.779
3 C 0.301 0.396 3.700
4 N -0.241 -0.102 2.550
5 N -1.146 -1.054 2.916
6 C -1.167 -1.148 4.238
7 B -2.022 -1.851 1.893
8 N -1.030 -2.580 0.948
9 C -1.000 -3.822 0.471
10 C 0.126 -3.982 -0.328
11 C 0.743 -2.754 -0.303
12 N 0.048 -1.885 0.470
13 N -2.751 -0.787 1.002
14 C -4.022 -0.705 0.648
15 C -4.229 0.468 -0.097
16 C -3.011 1.075 -0.158
17 N -2.083 0.310 0.515
18 N -2.981 -2.694 2.624
19 C -2.998 -4.014 3.039
20 C -4.048 -4.173 3.873
21 C -4.641 -2.891 3.953
22 N -3.991 -1.986 3.239
23 H -0.041 -0.069 5.823
24 H 1.036 1.183 3.684
25 H -1.833 -1.841 4.733
26 H -1.779 -4.530 0.700
27 H 0.442 -4.874 -0.845
28 H 1.656 -2.460 -0.790
29 H -4.729 -1.469 0.933
30 H -5.162 0.817 -0.512
31 H -2.734 2.014 -0.603
32 H -2.266 -4.742 2.737
33 H -4.333 -5.063 4.408
34 H -5.503 -2.593 4.535
35 Br 6.711 -1.010 4.036
36 C 5.406 -0.699 2.864
37 C 4.086 -1.171 3.138
38 C 3.104 -0.943 2.216
39 C 3.408 -0.280 1.007
40 C 4.708 0.215 0.753
41 C 5.706 0.015 1.665
42 N 2.373 -0.153 0.029
43 C 2.693 -0.273 -1.211
44 C 1.676 -0.230 -2.235
45 C 1.991 -0.378 -3.565
46 C 0.960 -0.314 -4.510
47 C -0.328 -0.109 -4.066
48 C -0.570 0.011 -2.694
49 N 0.410 -0.051 -1.797
50 H 3.877 -1.708 4.055
51 H 2.103 -1.321 2.389
52 H 4.926 0.779 -0.146
53 H 6.708 0.386 1.483
54 H 3.720 -0.458 -1.520
55 H 3.018 -0.544 -3.869
56 H 1.172 -0.430 -5.565
57 H -1.156 -0.041 -4.760
58 H -1.577 0.146 -2.321
59 N -0.012 4.259 -1.222
60 C 0.303 3.198 -0.548
61 O -0.428 2.135 -0.627
62 C 1.495 3.108 0.333
63 C 1.167 2.055 1.392
64 H -0.838 4.290 -1.809
65 H 0.533 5.110 -1.150
66 H 1.742 4.075 0.775
67 H 2.348 2.823 -0.291
68 H 0.467 2.491 2.114
69 H 2.063 1.763 1.936

The HOMO energy (spin up / spin down) is -18.209 / -18.209 eV. Its net charge is +4. Its spin multiplicity is 2. The largest force on an atom comes out at 1.082 eV Å⁻¹.

Here are the Mulliken charges for atoms 1 to 4, given in e:
1 Ta 2.218
2 C -1.529
3 C -0.241
4 N -0.551